No. 1
The following is a quantum chemistry calculation of a single C23H19N3O4 molecule, from the OMol25 dataset.

Calculated values
LUMO energy, Ha: 0.005
Strongest force on any atom, hartree/bohr: 0.025
Structure (SMILES): Cc1cccc(C(=O)Nc2ccc(C(=O)N/N=C/c3ccc4c(c3)OCO4)cc2)c1
ΔE to the lowest compared entry with this formula, charge and spin, kcal per mole: 10.83
Spin multiplicity: 1

Structure (XYZ):
```
49
Properties=species:S:1:pos:R:3:mulliken_charge:R:1
C -3.55926 3.36733 -0.83005 -1.57
C -4.29795 2.23495 -1.47470 0.72
C -5.68936 2.23858 -1.51340 -0.48
C -6.38490 1.20369 -2.11110 -0.64
C -5.70059 0.14062 -2.67309 -0.49
C -4.31263 0.10786 -2.61446 -0.03
C -3.58914 -1.01548 -3.26677 -0.05
O -3.86265 -1.41154 -4.38111 -0.65
N -2.53144 -1.56989 -2.59161 -0.08
C -2.13901 -1.47001 -1.26017 0.40
C -0.80067 -1.71084 -0.94479 -0.88
C -0.35154 -1.63167 0.35696 -0.38
C -1.23682 -1.30836 1.38230 0.34
C -0.86261 -1.22986 2.81129 0.08
O -1.65349 -1.42560 3.71483 -0.65
N 0.43442 -0.91802 3.14160 -0.20
N 1.39748 -0.55768 2.29137 -0.14
C 2.55654 -0.26989 2.73721 -0.28
C 3.63317 0.11480 1.85322 0.59
C 3.41502 0.25786 0.48195 -0.74
C 4.43472 0.61547 -0.38864 -0.91
C 5.68118 0.82609 0.15581 0.90
C 5.91033 0.68970 1.52822 0.85
C 4.91051 0.33877 2.39585 -1.25
O 7.22616 0.95681 1.79541 -0.48
C 7.82039 1.26271 0.55248 -0.22
O 6.84461 1.18039 -0.46510 -0.48
C -2.58404 -1.11843 1.07153 -0.94
C -3.03667 -1.19905 -0.22707 -0.04
C -3.61771 1.16317 -2.03053 0.28
H -3.88290 4.32023 -1.24555 0.40
H -3.76220 3.38480 0.24039 0.32
H -2.48687 3.26687 -0.97514 0.37
H -6.22778 3.06743 -1.07663 0.43
H -7.46398 1.22674 -2.14397 0.40
H -6.22756 -0.67050 -3.15186 0.46
H -1.96714 -2.18335 -3.16912 0.24
H -0.10956 -1.96477 -1.73615 0.38
H 0.68447 -1.82997 0.57663 0.61
H 0.62403 -0.91006 4.14975 0.26
H 2.78407 -0.31302 3.80926 0.34
H 2.41949 0.08729 0.10608 0.59
H 4.26611 0.72648 -1.44644 0.43
H 5.10044 0.23554 3.45143 0.39
H 8.23625 2.28233 0.58245 0.24
H 8.63110 0.54637 0.34407 0.24
H -3.27320 -0.91616 1.87718 0.48
H -4.08516 -1.06864 -0.44048 0.52
H -2.53697 1.15119 -2.01675 0.32
```

***

No. 2
The following is a quantum chemistry calculation of 10 unconnected molecules or ions with the total composition C5H33N2O9, from the OMol25 dataset.

Calculated values
LUMO energy, Ha: -0.089
Strongest force on any atom, hartree/bohr: 0.059
ΔE to the lowest compared entry with this formula, charge and spin, kcal per mole: 55.62
Charge: +1
Spin multiplicity: 1

Structure (XYZ):
```
49
Properties=species:S:1:pos:R:3:mulliken_charge:R:1
N -0.03742 0.53192 -1.08444 0.36
C -0.22743 -0.90666 -1.45313 0.87
C -1.05380 -0.94108 -2.70763 -1.88
C -0.92278 -1.78839 -0.36910 -1.10
N -0.00325 -1.94886 0.77038 0.86
C -0.80606 -1.82390 2.03738 -1.17
C 0.84244 -3.11049 0.91520 -1.49
H 0.54296 0.76166 -0.27022 0.16
H 0.25510 1.17700 -1.88883 0.54
H -0.94625 0.89707 -0.80599 0.12
H 0.78678 -1.19255 -1.88191 -0.02
H -0.91493 -1.79556 -3.40278 0.38
H -2.14043 -0.90936 -2.54663 0.37
H -0.94387 -0.00310 -3.33254 0.39
H -1.80511 -1.28899 0.00994 0.46
H -1.23731 -2.76429 -0.86182 0.17
H -1.72146 -1.19387 1.94392 0.05
H -1.17638 -2.78738 2.35865 0.44
H -0.10609 -1.37573 2.75828 0.45
H 0.58519 -4.07682 0.49049 0.37
H 1.00472 -3.26814 1.99987 0.38
H 1.85818 -2.92947 0.52706 0.47
H -1.83912 4.09003 0.13852 0.36
H -1.92985 3.57691 1.57518 0.38
O -1.53673 4.28214 1.03892 -0.72
H 2.59463 -3.62213 -2.10131 0.33
H 1.64052 -2.79162 -1.22145 0.22
O 1.96257 -2.88099 -2.11998 -0.64
H -3.45246 2.29652 -1.31492 0.26
H -3.33184 1.69352 0.05994 0.30
O -2.94910 1.63464 -0.82657 -0.59
H 3.06092 0.92778 -2.13317 0.26
H 3.52266 -0.28446 -2.71689 0.27
O 2.85376 -0.01518 -2.05026 -0.49
H 0.99130 2.50876 1.30923 0.25
H -0.19341 3.49212 0.86426 0.43
O 0.48717 2.81289 0.52254 -0.73
H 1.05778 3.28708 -2.86250 0.31
H 0.96448 2.89322 -1.29925 0.32
O 0.76102 2.61980 -2.22974 -0.66
H -3.09809 0.80807 2.61667 0.33
H -1.67375 1.12022 2.32017 0.31
O -2.57438 1.53232 2.24989 -0.63
H 3.46881 -0.60791 1.57457 0.28
H 2.04109 -0.93241 1.26184 0.35
O 2.57796 -0.25651 1.70256 -0.67
H 1.13492 0.96229 4.21941 0.32
H 0.99735 0.47541 2.80111 0.28
O 0.62898 1.11445 3.41509 -0.60
```

***

No. 3
The following is a quantum chemistry calculation of 11 unconnected molecules or ions with the total composition C29H74N9O15, from the OMol25 dataset.

Calculated values
LUMO energy, Ha: -0.562
Strongest force on any atom, hartree/bohr: 0.108
ΔE to the lowest compared entry with this formula, charge and spin, kcal per mole: 52.98
Charge: +7
Spin multiplicity: 1

Structure (XYZ):
```
127
Properties=species:S:1:pos:R:3:mulliken_charge:R:1
C 0.52395 -5.39689 0.96790 -0.36
C -0.81243 -5.34558 0.22190 0.42
O -1.38903 -6.31175 -0.15815 -0.40
N -1.40645 -3.99735 -0.07515 0.91
H -0.88753 -3.25065 0.39918 -0.46
H -1.25376 -3.93718 -1.08116 0.29
C -2.84573 -3.92794 0.32267 -0.74
H 0.83970 -6.43564 1.02895 0.44
H 0.26378 -5.13271 1.99790 0.00
H 1.20629 -4.67117 0.52962 -0.03
H -3.16394 -2.89717 0.42757 0.21
H -2.94749 -4.56803 1.20038 0.32
H -3.44432 -4.53159 -0.35935 0.41
C -0.25931 -2.05267 4.05924 -0.26
C -0.41790 -3.42104 4.63730 0.25
O 0.38943 -4.28098 4.50355 -0.46
N -1.79683 -3.71269 5.16999 -0.03
H -2.48772 -3.12418 4.70817 0.34
H -2.04963 -4.67565 4.93235 0.43
C -1.70359 -3.45657 6.66262 -0.79
H -0.55359 -1.30497 4.80511 0.63
H -0.85571 -1.76847 3.19400 -0.06
H 0.79518 -1.83818 3.90407 -0.16
H -2.54978 -3.76141 7.28101 0.38
H -1.76200 -2.36982 6.72158 0.36
H -0.84016 -3.89403 7.15878 0.35
C -4.31764 0.33360 -0.60260 -0.39
C -5.31840 0.52304 0.57973 0.25
O -6.21148 -0.19760 0.84233 -0.38
N -5.09281 1.72065 1.46061 0.30
H -5.56818 1.41007 2.31351 0.46
H -4.11640 1.85076 1.76394 -0.11
C -5.71332 3.02717 0.98813 -0.74
H -4.89123 -0.10957 -1.41520 0.49
H -3.44882 -0.27423 -0.35192 -0.03
H -3.91152 1.28531 -0.95139 0.11
H -5.47384 3.11281 -0.06857 0.29
H -5.41165 3.83260 1.65364 0.32
H -6.78558 2.90473 1.13653 0.40
C 1.80751 3.62525 -1.87111 -0.78
C 1.09469 3.08042 -3.08622 0.32
O 0.98332 1.90324 -3.24545 -0.49
N 0.66186 4.03505 -4.24213 -0.05
H -0.32380 3.77237 -4.18864 0.37
H 0.64367 5.03404 -4.03185 0.43
C 1.32666 3.69761 -5.59950 -0.75
H 2.81444 3.84670 -2.22882 0.45
H 1.83796 2.87409 -1.08209 0.13
H 1.20961 4.39244 -1.37403 0.30
H 1.21171 4.59863 -6.20163 0.42
H 0.76112 2.89585 -6.06237 0.32
H 2.39073 3.51732 -5.47225 0.34
C 3.21070 -3.01121 2.04831 -0.05
C 4.12783 -2.41326 3.05700 0.31
O 3.79375 -1.80499 4.02772 -0.44
N 5.61425 -2.81965 2.99857 -0.15
H 5.81297 -3.49072 3.75264 0.41
H 5.83570 -3.47448 2.24254 0.41
C 6.54936 -1.66388 3.24530 -0.78
H 3.32351 -2.27886 1.23592 0.07
H 2.13708 -3.07642 2.19524 -0.35
H 3.63449 -3.98099 1.78086 0.50
H 7.52544 -2.14153 3.20563 0.42
H 6.24371 -1.40473 4.25950 0.38
H 6.33201 -0.78086 2.65255 0.28
C -5.04949 -1.63985 -6.36065 -1.12
C -3.63554 -1.37852 -5.93587 0.65
O -2.69976 -1.95117 -6.38752 -0.36
N -3.39624 -0.06263 -5.16638 -0.05
H -3.11874 0.68963 -5.79578 0.35
H -4.28816 0.19518 -4.74434 0.39
C -2.34519 -0.28608 -4.08564 -1.11
H -5.55949 -0.71527 -6.65626 0.40
H -5.53958 -1.97096 -5.44048 0.36
H -5.12302 -2.21375 -7.28137 0.35
H -1.45170 -0.68272 -4.56618 0.54
H -2.67196 -1.05599 -3.39196 0.40
H -2.03387 0.64791 -3.62521 0.18
C 4.75044 -1.94386 -1.87326 -0.89
C 4.29467 -2.13712 -3.30859 0.46
O 4.65640 -1.50318 -4.22877 -0.33
N 2.94658 -2.87511 -3.42259 0.00
H 2.74775 -3.00699 -4.41774 0.39
H 3.14821 -3.81335 -3.06869 0.41
C 1.84710 -2.17315 -2.67849 -0.79
H 4.45850 -0.95469 -1.51117 0.21
H 5.83357 -1.84394 -1.79806 0.43
H 4.34751 -2.70488 -1.20657 0.26
H 1.40420 -1.42881 -3.33522 0.27
H 2.09842 -1.69217 -1.73652 0.17
H 1.11629 -2.94469 -2.44340 0.37
C -1.52361 3.47171 -0.07839 0.14
C -1.50041 5.00124 -0.16588 0.28
O -0.61620 5.66368 0.24364 -0.37
N -2.70828 5.77324 -0.76777 -0.15
H -3.28809 5.06163 -1.21106 0.36
H -3.30690 6.20615 -0.05951 0.39
C -2.34709 6.80812 -1.86027 -0.80
H -1.16158 2.95877 -0.96930 -0.01
H -2.54584 3.19013 0.18707 -0.17
H -0.97846 3.10907 0.79370 0.21
H -3.29456 7.28675 -2.10221 0.41
H -1.87794 6.34467 -2.72157 0.26
H -1.71864 7.53815 -1.35411 0.40
C 2.86133 1.36270 2.85328 -0.82
C 3.95300 2.00803 2.08803 0.45
O 4.37328 1.59592 1.05641 -0.43
N 4.57550 3.20574 2.80347 -0.23
H 3.91973 3.95548 3.05229 0.45
H 4.75622 2.98689 3.79344 0.44
C 5.90294 3.66872 2.25157 -0.73
H 2.07080 2.04868 3.16632 0.58
H 3.25710 0.86969 3.74738 0.43
H 2.39594 0.53747 2.31521 -0.17
H 6.16342 4.53511 2.85672 0.41
H 5.72267 3.98368 1.22672 0.32
H 6.61320 2.84890 2.28527 0.30
O -2.61128 0.50781 2.11543 -0.33
C -2.08583 1.40522 3.01941 0.76
O -2.46322 2.60436 2.89247 -0.73
O -1.03263 1.12437 3.63361 -0.60
H -1.92070 -0.17093 2.16812 -0.16
O 0.21046 0.52416 -0.18859 0.22
C -0.18282 -0.78401 -0.07598 0.56
O 0.34275 -1.64019 0.69297 -0.72
O -1.14606 -1.10854 -0.84335 -0.65
H -0.43588 0.67711 -0.90230 -0.24
```

***

No. 4
The following is a quantum chemistry calculation of a molecular structure, C16H14BCl5CuN6, from the OMol25 dataset.

Calculated values
LUMO energy (alpha / beta), Ha: -0.381 / -0.408
Strongest force on any atom, hartree/bohr: 0.071
Charge: +2
Spin multiplicity: 2

Structure (XYZ):
```
43
Properties=species:S:1:pos:R:3:lowdin_spin:R:1
C 0.80825 2.96368 0.08341 0.00
N 0.70902 1.73167 -0.45009 0.01
N 1.01893 1.82599 -1.80534 0.00
C 1.31700 3.12249 -2.07848 0.00
C 1.21232 3.87746 -0.90455 0.00
B 1.08567 0.46400 -2.56201 0.00
N 2.11763 -0.41753 -1.72471 0.00
N 1.80988 -0.68525 -0.38614 0.00
C 2.77392 -1.50838 0.06506 0.00
C 3.68832 -1.78767 -0.96446 0.00
C 3.25634 -1.06661 -2.06765 0.00
Cu -0.01414 0.13592 0.42418 0.00
N -0.26926 -0.33520 -2.40620 0.00
N -0.62315 -0.82321 -1.15051 -0.01
C -1.57482 -1.75283 -1.30425 0.00
C -1.80873 -1.93606 -2.68364 0.00
C -0.99308 -1.01988 -3.33828 0.00
H -2.02949 -2.25570 -0.46113 0.00
H -0.80420 -0.84750 -4.39075 0.00
H -2.43555 -2.67536 -3.13902 0.00
H 1.41346 0.55122 -3.70316 0.00
H 3.69089 -0.96470 -3.04921 0.00
H 1.53058 3.45326 -3.09510 0.00
H 4.52782 -2.44017 -0.91952 0.00
H 1.42422 4.93761 -0.77897 0.00
H 2.78812 -1.90847 1.06722 0.00
H 0.57702 3.14584 1.14792 0.00
H 0.27163 -3.06823 1.62281 0.00
C 0.82175 -3.52236 2.44289 0.00
H 1.10260 -4.56093 2.19711 0.00
H 1.73804 -2.94015 2.66122 0.00
H 0.21403 -3.44169 3.34297 0.00
Cl -2.97754 1.39223 -0.68918 0.14
C -2.66766 1.25449 1.00000 0.21
C -1.47295 0.71361 1.51370 0.01
C -1.25808 0.61800 2.88342 0.13
Cl 0.25169 -0.02316 3.49396 0.05
C -2.25504 1.06929 3.78303 0.18
Cl -1.99627 1.00368 5.46750 0.14
C -3.46582 1.59905 3.28598 -0.02
Cl -4.73300 2.01808 4.36090 -0.01
C -3.66102 1.70965 1.88870 0.10
Cl -5.10933 2.39388 1.32037 0.08
```

***

Values of total energy, in order: -1353.08322, -996.73345, -2767.60222, -4912.22833, all in a.u..